# C5H14N3OS

A cluster of 2 separate species, C5H14N3OS in total in a non-equilibrium geometry (ωB97M-V/def2-TZVPD, the Open Molecules 2025 dataset).

Atoms and positions in Å:
C -0.549 1.792 0.262
C 0.468 -1.016 1.761
C -1.283 -0.557 -1.370
C 0.833 -0.863 0.250
C -0.013 0.030 -0.665
N -1.398 1.620 1.300
N 0.870 0.844 -1.555
N 2.258 -0.415 0.110
O -0.045 2.700 -0.288
S -2.724 -0.765 -0.216
H -0.489 -1.597 1.766
H 1.246 -1.550 2.254
H 0.123 -0.039 2.063
H -0.970 -1.411 -1.839
H -1.424 0.279 -2.108
H 0.966 -1.955 -0.209
H -1.851 0.741 1.438
H -1.879 2.481 1.557
H 0.978 1.860 -1.289
H 0.779 0.652 -2.544
H 2.402 0.259 0.844
H 1.747 0.300 -1.446
H 2.811 -1.238 0.141
H -2.857 -2.149 -0.218

Cartesian forces (eV/Å) of the 6 atoms listed first:
-0.80 -5.23 0.15
-2.71 -0.16 -2.88
0.84 4.00 1.51
2.09 -2.56 -0.73
-1.67 3.22 2.11
0.98 2.30 -1.24

The spin multiplicity is 1. The calculation puts the gap between HOMO and LUMO at 10.49 eV. Its max |F| is 5.29 eV Å⁻¹. The relative energy (zero: lowest compared OMol25 entry of this formula, charge and spin) comes out at 77.17 kJ/mol. Its total charge is +1. The calculation puts the electronic energy at -22756.9968 eV. Its HOMO energy is -13.27 eV.

# C3H8O3S2

An isolated molecule of C3H8O3S2 in a non-equilibrium geometry (ωB97M-V/def2-TZVPD, the Open Molecules 2025 dataset).

Atoms and positions in Å:
C 1.476 1.238 -1.308
C 0.248 -1.044 0.641
C -1.057 -1.008 1.273
H 2.443 0.552 -1.796
H 1.448 2.306 -1.660
H 1.566 1.467 -0.068
H 1.030 -0.234 0.836
H 0.671 -1.912 0.975
H -1.701 -0.340 0.694
H -1.757 -1.926 1.005
H -1.282 0.136 2.741
O -0.746 0.626 -2.892
O -0.776 1.508 -0.469
O -1.160 -0.824 2.692
S -0.220 0.755 -1.532
S -0.183 -1.299 -1.132

Cartesian forces (eV/Å) of the 6 atoms listed first:
3.11 0.69 1.33
1.14 0.98 -1.02
-4.99 -1.06 0.22
-3.31 2.11 1.45
0.44 -1.02 -0.18
0.00 -1.16 -3.67

The spin multiplicity is 1. The calculation puts the gap between HOMO and LUMO at 10.35 eV. Its structure (SMILES) is CS(=O)(=O)SCCO. Its max |F| is 5.11 eV Å⁻¹. The relative energy (zero: lowest compared OMol25 entry of this formula, charge and spin) comes out at 359.86 kJ/mol. The calculation puts the electronic energy at -31050.5970 eV. Its HOMO energy is -10.01 eV.

# CH6Cl2Si2

A cluster of 2 separate species, CH6Cl2Si2 in total in a non-equilibrium geometry (ωB97M-V/def2-TZVPD, the Open Molecules 2025 dataset).

Atoms and positions in Å:
C 2.324 -0.874 0.243
Si -1.357 1.557 0.223
Si -1.934 -0.131 -1.143
Cl -1.474 -1.927 -0.164
Cl -4.014 -0.084 -0.881
H 1.225 -0.738 0.465
H 2.783 -0.778 1.150
H 2.318 -1.938 -0.079
H -0.916 2.668 -0.726
H 2.709 -0.344 -0.621
H -1.666 2.589 1.533

Cartesian forces (eV/Å) of the 6 atoms listed first:
-3.09 -1.92 -2.19
0.86 3.49 2.20
-0.63 -1.67 -1.09
0.18 0.02 -0.08
-0.24 0.23 0.17
1.01 0.46 -0.63

The spin multiplicity is 1. The calculation puts the gap between HOMO and LUMO (spin up / spin down) at 6.32 / 5.60 eV. Its structure (SMILES) is [SiH2]=[Si](Cl)Cl.C. Its max |F| is 4.25 eV Å⁻¹. The relative energy (zero: lowest compared OMol25 entry of this formula, charge and spin) comes out at 346.59 kJ/mol. The calculation puts the electronic energy at -41932.9431 eV. Its HOMO energy (spin up / spin down) is -8.42 / -8.12 eV.

# C4H10O2

A cluster of 2 separate species, C4H10O2 in total in a non-equilibrium geometry (ωB97M-V/def2-TZVPD, the Open Molecules 2025 dataset).

Atoms and positions in Å:
C -0.394 -0.581 -1.903
C -0.973 -0.159 -0.614
C -0.494 0.675 0.381
O 0.772 1.062 0.293
C -1.188 1.038 1.660
H 0.489 -0.003 -2.162
H -1.192 -0.306 -2.611
H -0.206 -1.645 -2.042
H -1.995 -0.490 -0.439
H 0.888 1.899 0.767
H -0.539 0.750 2.483
H -2.086 0.422 1.763
H -1.552 2.065 1.590
H 1.102 -1.977 0.607
H 2.027 -0.862 0.279
O 1.861 -1.788 0.004

Cartesian forces (eV/Å) of the 6 atoms listed first:
-0.04 1.45 0.11
-1.02 -1.40 -0.93
1.71 0.50 1.42
-0.96 0.34 -0.90
-0.95 -0.97 -1.21
0.19 -0.23 0.07

The spin multiplicity is 2. The calculation puts the gap between HOMO and LUMO (spin up / spin down) at 11.05 / 7.06 eV. Its max |F| is 2.28 eV Å⁻¹. The relative energy (zero: lowest compared OMol25 entry of this formula, charge and spin) comes out at 84.73 kJ/mol. Its expectation value of S² is 0.753. Its total charge is +1. The calculation puts the electronic energy at -8396.0337 eV. Its HOMO energy (spin up / spin down) is -15.17 / -15.16 eV.

# C5H9NO

An isolated molecule of C5H9NO in a non-equilibrium geometry (ωB97M-V/def2-TZVPD, the Open Molecules 2025 dataset).

Atoms and positions in Å:
O -2.614 -0.815 0.464
C -1.389 -0.595 -0.138
C -0.853 0.818 -0.078
C 0.551 0.286 -0.011
C 1.577 0.550 -1.034
N 1.694 1.095 0.327
C 0.168 -1.074 0.512
H -2.677 -0.202 1.216
H -1.047 -1.347 -0.809
H -1.110 1.218 0.921
H -1.097 1.577 -0.825
H 1.383 1.297 -1.803
H 2.238 -0.259 -1.335
H 2.347 0.537 0.870
H 0.812 -1.914 0.146
H 0.017 -1.172 1.577

Cartesian forces (eV/Å) of the 6 atoms listed first:
0.29 -0.30 0.24
1.97 -0.95 1.40
0.17 0.12 -0.16
0.10 0.22 0.12
0.13 -0.07 -0.29
0.36 0.12 0.23

The spin multiplicity is 1. The calculation puts the gap between HOMO and LUMO at 9.77 eV. Its structure (SMILES) is O[C@H]1C[C@]2(CN2)C1. Its max |F| is 3.02 eV Å⁻¹. The relative energy (zero: lowest compared OMol25 entry of this formula, charge and spin) comes out at 393.24 kJ/mol. The calculation puts the electronic energy at -8865.1370 eV. Its HOMO energy is -8.84 eV.

# C8H12N2

An isolated molecule of C8H12N2 in a non-equilibrium geometry (ωB97M-V/def2-TZVPD, the Open Molecules 2025 dataset).

Atoms and positions in Å:
C -1.648 0.411 1.510
C 0.722 2.028 -0.126
C -0.619 1.841 -0.049
C 1.507 0.779 0.107
C -0.976 0.403 0.219
C 0.335 -0.393 0.084
C 0.483 -1.089 -1.220
C 0.596 -1.491 1.117
N -2.112 0.420 2.563
N -2.099 0.038 -0.785
H 1.077 2.966 -0.277
H -1.392 2.622 -0.211
H 2.176 0.524 -0.639
H 2.117 0.878 1.051
H -0.277 -1.954 -1.534
H 1.444 -1.633 -1.240
H 0.471 -0.457 -2.046
H -0.013 -2.458 0.898
H 0.378 -1.110 2.093
H 1.759 -1.761 1.161
H -1.825 0.383 -1.739
H -2.104 -0.947 -0.937

Cartesian forces (eV/Å) of the 6 atoms listed first:
0.09 -0.72 1.15
-3.17 -2.54 0.47
1.67 0.79 -0.64
-2.01 -0.45 2.24
-2.14 0.28 -2.09
1.87 0.26 1.09

The spin multiplicity is 1. The calculation puts the gap between HOMO and LUMO at 10.57 eV. Its structure (SMILES) is CC1(C)CC=C[C@]1(N)C#N. Its max |F| is 4.09 eV Å⁻¹. The relative energy (zero: lowest compared OMol25 entry of this formula, charge and spin) comes out at 225.37 kJ/mol. The calculation puts the electronic energy at -11468.9022 eV. Its HOMO energy is -9.90 eV.

# C6H14N2O

A structure of composition C6H14N2O in a non-equilibrium geometry (ωB97M-V/def2-TZVPD, the Open Molecules 2025 dataset).

Atoms and positions in Å:
C -0.920 0.361 0.780
C 0.453 0.192 1.300
C -1.501 1.738 0.610
C -0.312 0.616 -1.980
C 1.371 -2.060 0.338
N -0.441 -0.301 -0.855
C 1.203 -0.577 0.030
O -1.863 -0.476 1.309
N 2.251 -0.028 -0.544
H -1.599 -1.391 1.131
H -0.631 -1.251 -1.167
H 2.088 0.958 -0.753
H 0.504 -0.444 2.185
H 0.949 1.141 1.496
H -1.771 2.131 1.597
H -2.414 1.703 0.011
H -0.791 2.423 0.152
H -1.285 0.752 -2.459
H 0.391 0.246 -2.730
H 0.043 1.595 -1.656
H 1.320 -2.630 -0.592
H 0.607 -2.467 1.007
H 2.348 -2.233 0.790

Cartesian forces (eV/Å) of the 6 atoms listed first:
-0.14 -1.09 -2.38
1.42 -0.66 -1.17
-0.11 -0.03 -0.10
-0.51 -0.14 0.05
-0.63 -0.18 -0.58
0.15 0.81 1.43

The spin multiplicity is 1. The calculation puts the gap between HOMO and LUMO at 7.88 eV. Its max |F| is 3.32 eV Å⁻¹. The relative energy (zero: lowest compared OMol25 entry of this formula, charge and spin) comes out at 401.37 kJ/mol. The calculation puts the electronic energy at -11473.6102 eV. Its HOMO energy is -7.26 eV.

Question: What is the electronic energy in the fifth record?
Answer: -8865.1370 eV